Arrangement A

DFT (ωB97M-V with the def2-TZVPD basis set) results for an isolated ion of composition C4H7N2 and charge +1.

```
! wB97M-V def2-TZVPD RIJCOSX def2/J DEFGRID3
* xyz 1 1
C -2.28 0.14 0.59
C -0.85 0.19 -1.09
C -0.20 -0.53 -0.05
C 1.23 -0.44 0.38
N -2.00 0.59 -0.70
N -1.20 -0.53 0.89
H -0.56 0.40 -2.09
H -0.20 -1.60 -0.79
H 1.65 0.55 0.27
H 1.85 -1.15 -0.29
H 1.45 -0.78 1.38
H -2.73 1.16 -1.23
H -1.31 -1.11 1.80
*
```

Results
- E_HOMO: -14.17 eV
- Kohn-Sham gap: 8.637 eV

=====

Arrangement B

DFT (ωB97M-V with the def2-TZVPD basis set) results for an isolated ion of composition C4H7N2 and charge +1.

```
! wB97M-V def2-TZVPD RIJCOSX def2/J DEFGRID3
* xyz 1 1
C -2.77 -0.78 -0.04
N -1.90 0.07 0.15
N -1.20 1.03 0.15
C 0.12 1.27 0.23
C 0.92 0.17 0.16
C 2.28 -0.19 -0.08
H -3.00 -1.52 0.78
H -3.42 -0.91 -1.01
H 0.58 2.21 0.33
H 0.39 -0.82 -0.01
H 2.66 -1.17 0.24
H 2.91 0.65 0.23
H 2.43 -0.02 -1.11
*
```

Results
- E_HOMO: -14.71 eV
- Kohn-Sham gap: 8.531 eV
- SMILES string: C=[N+]=N/C=C/C

=====

Arrangement C

DFT (ωB97M-V with the def2-TZVPD basis set) results for an isolated ion of composition C4H7N2 and charge +1.

```
! wB97M-V def2-TZVPD RIJCOSX def2/J DEFGRID3
* xyz 1 1
C -3.32 -0.32 0.09
C -2.15 -0.03 -0.19
N -0.66 0.39 -0.21
C 0.66 -0.15 0.34
C 2.13 0.38 0.07
N 1.52 -0.87 -0.49
H -4.36 -0.59 -0.05
H -0.63 1.32 0.18
H -0.54 0.60 -1.27
H 0.50 -0.49 1.37
H 2.48 1.10 -0.77
H 2.73 0.50 0.97
H 1.64 -1.84 -0.03
*
```

Results
- E_HOMO: -15.24 eV
- Kohn-Sham gap: 11.482 eV
- SMILES string: C#C[NH2+][C@@H]1CN1

=====

Arrangement D

DFT (ωB97M-V with the def2-TZVPD basis set) results for an isolated ion of composition C4H7N2 and charge +1.

```
! wB97M-V def2-TZVPD RIJCOSX def2/J DEFGRID3
* xyz 1 1
H -3.19 1.00 -0.18
N -2.76 0.03 0.03
C -1.55 -0.02 -0.05
C -0.60 -1.13 -0.01
N 0.56 -0.19 0.00
C 1.95 -0.36 0.03
C -0.30 0.97 -0.13
H -0.71 -2.13 0.22
H 2.03 -1.35 -0.39
H 2.39 -0.40 1.07
H 2.49 0.42 -0.36
H 0.04 1.53 -1.07
H -0.34 1.63 0.84
*
```

Results
- E_HOMO: -15.18 eV
- Kohn-Sham gap: 8.486 eV
- SMILES string: [H]/N=C1/C=[N+](C)C1

=====

Computed relative energies in units of kcal/mol: arrangement A 0.0; arrangement B 36.1; arrangement C 61.1; arrangement D 19.7

=====

Arrangement A

DFT (ωB97M-V with the def2-TZVPD basis set) results for an isolated ion of composition C7H11O and charge -1.

```
! wB97M-V def2-TZVPD RIJCOSX def2/J DEFGRID3
* xyz -1 1
C -1.67 0.51 2.69
C -1.03 -0.29 1.83
C -0.04 0.09 0.81
C 1.20 0.46 1.11
C -0.61 0.12 -0.60
C 0.36 0.37 -1.74
C 1.15 -0.92 -2.15
O 1.01 -1.24 -3.45
H -2.42 0.05 3.31
H -1.45 1.57 2.69
H -1.31 -1.34 1.80
H 1.92 0.62 0.32
H 1.62 0.61 2.10
H -1.17 -0.81 -0.76
H -1.39 0.90 -0.54
H 1.03 1.19 -1.47
H -0.17 0.66 -2.64
H 0.77 -1.73 -1.48
H 2.21 -0.81 -1.84
*
```

Results
- E_HOMO: -2.10 eV
- Kohn-Sham gap: 5.535 eV
- SMILES string: C=CC(=C)CCC[O-]

=====

Arrangement B

DFT (ωB97M-V with the def2-TZVPD basis set) results for a 2-piece molecular cluster, C7H11O overall.

```
! wB97M-V def2-TZVPD RIJCOSX def2/J DEFGRID3
* xyz -1 1
C 0.81 -1.79 0.42
O 1.49 -2.91 0.14
C 1.46 -0.45 0.07
C 0.84 0.79 0.76
C -0.69 0.76 0.59
C -1.16 0.66 -0.76
C -2.14 2.92 -0.35
C -1.39 1.82 -0.05
H -0.22 -1.83 -0.02
H 0.47 -1.75 1.51
H 2.49 -0.52 0.43
H 1.48 -0.26 -1.00
H 1.26 1.66 0.27
H 1.19 0.82 1.79
H -1.59 0.47 -1.72
H 0.23 -4.11 -2.60
H -1.88 3.90 0.05
H -2.44 2.96 -1.39
H -0.37 -3.76 -2.88
*
```

Results
- E_HOMO: -2.26 eV
- Kohn-Sham gap: 5.152 eV

=====

Computed relative energies in units of kcal/mol: arrangement A 0.0; arrangement B 109.3

=====

Arrangement A

DFT (ωB97M-V with the def2-TZVPD basis set) results for C39H36Cl2I2N5O4PRuS as an isolated structure.

```
! wB97M-V def2-TZVPD RIJCOSX def2/J DEFGRID3
* xyz 1 2
Ru -0.17 0.14 -0.06
O 0.24 2.56 -1.59
N -0.29 1.36 -2.00
C -1.22 1.49 -2.85
C -1.86 0.35 -3.51
C -2.53 0.66 -4.70
C -3.09 -0.33 -5.48
C -3.00 -1.65 -5.08
C -2.36 -1.97 -3.89
C -1.78 -0.99 -3.09
P -0.97 -1.57 -1.55
C -2.20 -2.74 -0.89
C -2.29 -4.08 -1.26
C -3.33 -4.86 -0.76
C -4.27 -4.32 0.09
C -4.18 -3.00 0.48
C -3.14 -2.22 0.00
C 0.38 -2.61 -2.14
C 0.88 -3.60 -1.28
C 1.92 -4.42 -1.70
C 2.48 -4.24 -2.95
C 2.02 -3.23 -3.79
C 0.98 -2.41 -3.38
H 1.14 2.30 -1.31
H -1.51 2.49 -3.19
H -2.57 1.69 -5.02
H -3.59 -0.07 -6.41
H -3.43 -2.44 -5.69
H -2.31 -3.00 -3.59
H -1.56 -4.52 -1.92
H -3.39 -5.91 -1.05
H -5.08 -4.94 0.46
H -4.91 -2.56 1.15
H -3.05 -1.19 0.32
H 0.45 -3.74 -0.30
H 2.28 -5.20 -1.04
H 3.29 -4.88 -3.28
H 2.47 -3.08 -4.76
H 0.63 -1.61 -4.02
I 4.09 0.04 -3.33
C 4.11 0.03 -1.24
C 5.32 0.07 -0.55
C 5.35 0.13 0.82
I 7.22 0.22 1.78
C 4.14 0.19 1.56
C 4.05 0.29 2.96
C 2.83 0.37 3.57
C 1.68 0.36 2.77
N 1.72 0.26 1.46
C 2.92 0.16 0.84
C 2.88 0.04 -0.59
O 1.75 0.01 -1.22
H 6.25 0.05 -1.11
H 4.96 0.31 3.55
H 2.74 0.45 4.64
H 0.70 0.44 3.23
C -3.61 5.92 4.08
C -2.20 5.47 3.73
N -1.59 4.57 4.70
C -1.18 5.13 5.99
C -2.13 4.76 7.12
C -1.33 3.26 4.48
O -0.70 2.56 5.26
C -1.89 2.64 3.23
C -3.26 2.34 3.15
C -3.77 1.76 2.01
C -2.90 1.46 0.96
N -1.56 1.63 1.09
C -1.09 2.22 2.19
H -3.99 6.56 3.29
H -3.63 6.50 5.01
H -4.28 5.07 4.19
H -1.55 6.35 3.64
H -2.21 4.98 2.76
H -1.13 6.21 5.87
H -0.18 4.75 6.22
H -3.15 5.05 6.90
H -1.82 5.25 8.04
H -2.11 3.68 7.29
H -3.90 2.56 3.99
H -4.82 1.53 1.93
H -2.67 1.12 -1.03
H -0.02 2.35 2.23
O -5.55 -0.07 0.39
S -4.88 0.50 -0.77
N -3.34 1.04 -0.28
Cl -0.35 -1.88 1.82
C -1.40 -2.83 2.91
Cl -0.59 -4.33 3.37
H -2.31 -3.07 2.38
H -1.58 -2.24 3.80
*
```

Results
- <S²>: 0.7581
- E_HOMO (alpha / beta): -9.46 / -9.46 eV
- Kohn-Sham gap (alpha / beta): 5.875 / 5.697 eV

=====

Arrangement B

DFT (ωB97M-V with the def2-TZVPD basis set) results for C39H36Cl2I2N5O4PRuS as an isolated structure.

```
! wB97M-V def2-TZVPD RIJCOSX def2/J DEFGRID3
* xyz 1 2
Ru -0.73 -0.19 0.30
O 2.95 -0.84 -0.44
N 2.49 -0.98 0.84
C 2.82 -2.03 1.47
C 2.41 -2.20 2.87
C 3.11 -3.13 3.64
C 2.90 -3.23 5.00
C 1.97 -2.41 5.61
C 1.23 -1.51 4.85
C 1.42 -1.40 3.47
P 0.41 -0.19 2.51
C 1.33 1.35 2.82
C 2.06 1.90 1.78
C 2.85 3.03 1.99
C 2.89 3.63 3.24
C 2.14 3.10 4.28
C 1.38 1.96 4.08
C -1.10 -0.15 3.56
C -1.73 -1.38 3.75
C -2.90 -1.48 4.48
C -3.48 -0.34 5.02
C -2.87 0.89 4.83
C -1.68 0.99 4.11
H 3.52 -1.60 -0.67
H 3.45 -2.80 1.02
H 3.85 -3.75 3.15
H 3.47 -3.94 5.59
H 1.80 -2.47 6.67
H 0.49 -0.90 5.34
H 2.02 1.45 0.79
H 3.42 3.44 1.17
H 3.51 4.50 3.40
H 2.15 3.57 5.25
H 0.82 1.54 4.91
H -1.28 -2.28 3.34
H -3.36 -2.45 4.64
H -4.39 -0.41 5.59
H -3.32 1.79 5.25
H -1.22 1.96 3.99
I 1.11 2.18 -3.80
C 1.13 0.14 -3.39
C 1.43 -0.79 -4.39
C 1.41 -2.14 -4.13
I 1.88 -3.46 -5.69
C 1.06 -2.61 -2.85
C 0.97 -3.96 -2.46
C 0.58 -4.29 -1.19
C 0.27 -3.27 -0.29
N 0.34 -2.00 -0.61
C 0.74 -1.65 -1.86
C 0.82 -0.26 -2.10
O 0.59 0.59 -1.12
H 1.68 -0.43 -5.38
H 1.22 -4.74 -3.18
H 0.51 -5.32 -0.88
H -0.03 -3.50 0.73
C -1.57 6.49 4.53
C -1.77 4.98 4.46
N -3.09 4.60 3.96
C -4.24 4.85 4.83
C -5.11 6.01 4.35
C -3.33 3.96 2.79
O -4.44 3.54 2.48
C -2.18 3.70 1.86
C -1.35 4.66 1.31
C -0.39 4.27 0.39
C -0.27 2.93 0.07
N -1.06 2.00 0.60
C -2.02 2.39 1.44
H -0.54 6.72 4.80
H -2.22 6.93 5.29
H -1.80 6.96 3.58
H -1.65 4.55 5.45
H -1.01 4.53 3.82
H -3.86 5.04 5.83
H -4.84 3.94 4.85
H -4.55 6.94 4.33
H -5.97 6.12 5.01
H -5.48 5.80 3.34
H -1.46 5.70 1.58
H 0.27 4.99 -0.07
H 0.46 2.59 -0.66
H -2.70 1.64 1.82
O -2.62 2.28 -1.91
S -2.26 0.93 -2.29
N -2.05 -0.10 -1.21
Cl -2.49 -2.57 0.67
C -4.16 -1.93 0.78
Cl -4.21 -0.26 1.34
H -4.70 -2.54 1.49
H -4.59 -1.96 -0.21
*
```

Results
- <S²>: 0.7594
- E_HOMO (alpha / beta): -10.13 / -10.20 eV
- Kohn-Sham gap (alpha / beta): 6.575 / 5.972 eV

=====

Computed relative energies in units of kcal/mol: arrangement A 7.0; arrangement B 0.0